P:
C3H6OS2 | ωB97M-V/def2-TZVPD

Geometry as ORCA input:
```
! RIJCOSX wB97M-V def2-TZVPD def2/J DEFGRID3
* xyz 0 1
C 2.247 -0.476 -0.021
O 1.259 0.556 -0.011
C -0.093 0.041 0.006
S -1.090 1.583 -0.003
C -2.661 0.837 -0.033
S -3.100 -0.709 -0.005
H 3.289 -0.070 -0.086
H 2.068 -1.215 -0.828
H 2.161 -1.038 0.918
H -0.331 -0.540 0.911
H -0.312 -0.577 -0.846
H -3.436 1.607 -0.002
*
```

## Properties
SMILES string = COCSC=S
HOMO-LUMO gap = 8.73 eV

In elementary charge units, the Löwdin charges are: atom 1 (C): -0.111, atom 2 (O): -0.288, atom 3 (C): -0.506, atom 4 (S): 0.918, atom 5 (C): -1.072, atom 6 (S): 0.633, atom 7 (H): 0.101, atom 8 (H): 0.091, atom 9 (H): 0.083, atom 10 (H): 0.083, atom 11 (H): 0.068, atom 12 (H): 0.000

Q:
C3H6OS2 | ωB97M-V/def2-TZVPD

Geometry as ORCA input:
```
! RIJCOSX wB97M-V def2-TZVPD def2/J DEFGRID3
* xyz 0 1
O -2.537 -0.073 -0.201
C -1.168 0.176 -0.516
C -0.061 -0.155 0.565
C 1.341 0.165 0.083
S 1.908 1.672 -0.099
S 2.304 -1.229 -0.178
H -2.714 -0.122 0.722
H -0.992 -0.457 -1.409
H -1.068 1.250 -0.791
H -0.167 -1.155 0.905
H -0.260 0.462 1.465
H 3.415 -0.536 -0.545
*
```

## Properties
SMILES string = OCCC(=S)S
HOMO-LUMO gap = 8.51 eV

In elementary charge units, the Löwdin charges are: atom 1 (O): -0.061, atom 2 (C): -0.244, atom 3 (C): -0.287, atom 4 (C): -1.249, atom 5 (S): 0.658, atom 6 (S): 0.784, atom 7 (H): 0.064, atom 8 (H): 0.125, atom 9 (H): 0.111, atom 10 (H): 0.079, atom 11 (H): 0.120, atom 12 (H): -0.101

Energies relative to the minimum, hartree: P 0.0186; Q 0.0000

P:
C3H6OS2 | ωB97M-V/def2-TZVPD

Geometry as ORCA input:
```
! RIJCOSX wB97M-V def2-TZVPD def2/J DEFGRID3
* xyz 0 1
C 2.877 0.502 0.083
S 1.627 -0.755 0.024
C 0.098 0.223 -0.050
O 0.109 1.439 -0.132
C -1.033 -0.759 -0.160
S -2.698 0.067 0.028
H 3.787 0.004 -0.025
H 2.857 0.954 0.986
H 2.530 1.238 -0.665
H -0.773 -1.548 0.555
H -1.102 -1.119 -1.217
H -2.685 0.188 1.363
*
```

## Properties
SMILES string = CSC(=O)CS
HOMO-LUMO gap = 10.05 eV

In elementary charge units, the Löwdin charges are: atom 1 (C): -0.380, atom 2 (S): 0.901, atom 3 (C): -0.766, atom 4 (O): 0.005, atom 5 (C): -0.544, atom 6 (S): 0.704, atom 7 (H): 0.016, atom 8 (H): -0.001, atom 9 (H): 0.058, atom 10 (H): 0.064, atom 11 (H): 0.089, atom 12 (H): -0.148

Q:
C3H6OS2 | ωB97M-V/def2-TZVPD

Geometry as ORCA input:
```
! RIJCOSX wB97M-V def2-TZVPD def2/J DEFGRID3
* xyz 0 1
C 1.190 0.792 0.655
O 0.260 1.664 0.175
C -0.886 1.186 -0.568
S -1.635 -0.428 0.135
C -0.089 -1.424 0.248
S 1.380 -0.667 -0.426
H 2.127 1.366 0.591
H 0.972 0.500 1.670
H -1.649 1.967 -0.610
H -0.608 1.032 -1.588
H -0.249 -2.423 -0.140
H 0.104 -1.558 1.324
*
```

## Properties
SMILES string = C1OCSCS1
HOMO-LUMO gap = 9.68 eV

In elementary charge units, the Löwdin charges are: atom 1 (C): -0.526, atom 2 (O): -0.244, atom 3 (C): -0.420, atom 4 (S): 0.788, atom 5 (C): -0.826, atom 6 (S): 0.849, atom 7 (H): 0.097, atom 8 (H): 0.085, atom 9 (H): 0.086, atom 10 (H): 0.056, atom 11 (H): 0.027, atom 12 (H): 0.028

Energies relative to the minimum, hartree: P 0.0000; Q 0.0218

P:
C7H13NO2 | ωB97M-V/def2-TZVPD

Geometry as ORCA input:
```
! RIJCOSX wB97M-V def2-TZVPD def2/J DEFGRID3
* xyz 0 1
C -0.877 -0.222 -0.684
C 0.298 0.648 -0.200
C 0.176 -0.815 0.222
C 1.270 1.071 -1.211
C 0.090 1.721 0.785
C -0.126 -1.077 1.721
C 1.070 -1.817 -0.483
N -2.816 0.315 -0.306
O -3.073 1.144 0.480
O -3.490 -0.323 -1.072
H -1.135 -0.686 -1.724
H 1.182 2.133 -1.530
H 1.090 0.252 -2.049
H 2.329 0.725 -1.037
H -0.157 1.324 1.765
H -0.514 2.635 0.578
H 1.106 2.169 0.828
H -0.984 -0.276 1.990
H 0.930 -0.800 2.120
H -0.402 -2.085 1.889
H 0.815 -1.840 -1.545
H 1.055 -2.796 -0.175
H 2.163 -1.397 -0.363
*
```

## Properties
HOMO-LUMO gap = 9.70 eV

In elementary charge units, the Löwdin charges are: atom 1 (C): 0.077, atom 2 (C): -0.506, atom 3 (C): -0.459, atom 4 (C): -0.060, atom 5 (C): -0.056, atom 6 (C): -0.013, atom 7 (C): -0.027, atom 8 (N): -0.326, atom 9 (O): 0.074, atom 10 (O): 0.027, atom 11 (H): 0.153, atom 12 (H): 0.104, atom 13 (H): 0.112, atom 14 (H): 0.094, atom 15 (H): 0.058, atom 16 (H): 0.106, atom 17 (H): 0.094, atom 18 (H): 0.119, atom 19 (H): 0.124, atom 20 (H): 0.056, atom 21 (H): 0.077, atom 22 (H): 0.045, atom 23 (H): 0.128

Q:
C7H13NO2 | ωB97M-V/def2-TZVPD

Geometry as ORCA input:
```
! RIJCOSX wB97M-V def2-TZVPD def2/J DEFGRID3
* xyz 0 1
C -0.962 -1.843 1.532
C -1.254 -0.858 0.685
C -0.452 0.657 0.748
C 0.739 0.642 1.669
C -0.230 0.829 -0.747
C 1.020 1.590 -1.176
O -1.372 1.419 -1.320
C -0.250 -0.702 -1.163
N 1.002 -1.296 -1.063
O -1.060 -1.017 -2.057
H -1.720 -2.533 1.871
H 0.051 -2.037 1.852
H -2.280 -0.703 0.375
H -1.248 1.323 1.081
H 0.417 0.466 2.693
H 1.246 1.607 1.610
H 1.455 -0.128 1.389
H 1.084 1.561 -2.263
H 0.927 2.629 -0.860
H 1.934 1.180 -0.754
H -1.720 0.744 -1.939
H 1.341 -1.788 -0.253
H 1.328 -1.742 -1.910
*
```

## Properties
SMILES string = C=C[C@@H](C)[C@](C)(O)C(N)=O
HOMO-LUMO gap = 9.24 eV

In elementary charge units, the Löwdin charges are: atom 1 (C): 0.031, atom 2 (C): -0.119, atom 3 (C): -0.206, atom 4 (C): -0.072, atom 5 (C): -0.502, atom 6 (C): -0.011, atom 7 (O): -0.003, atom 8 (C): -0.492, atom 9 (N): 0.155, atom 10 (O): 0.054, atom 11 (H): 0.064, atom 12 (H): 0.059, atom 13 (H): 0.115, atom 14 (H): 0.142, atom 15 (H): 0.084, atom 16 (H): 0.084, atom 17 (H): 0.070, atom 18 (H): 0.092, atom 19 (H): 0.091, atom 20 (H): 0.072, atom 21 (H): 0.093, atom 22 (H): 0.091, atom 23 (H): 0.109

Energies relative to the minimum, hartree: P 0.1627; Q 0.0000